Record 1
DFT (the ωB97M-V functional and the def2-TZVPD basis) results for 11 unconnected molecules or ions with the total composition C14H50N16O14 in a non-equilibrium geometry.

Properties
- Gap between HOMO and LUMO: 8.52 eV
- LUMO level: -0.4 eV
- DFT total energy: -2493.1573 a.u.
- ΔE to the lowest compared entry with this formula, charge and spin: 27.5 kcal/mol
- Net charge: 0
- Max |F|: 0.0578 hartree/bohr
- Structure (SMILES): NC(N)=O.NC(N)=O.NC(N)=O.NC(N)=O.NC(N)=O.NC(N)=O.NC(N)=O.NC(N)=O.OCCO.OCCO.OCCO

Last column: Löwdin charge in e.
Positions of all 94 atoms, in Å:
C (-2.24436, 3.74367, 0.07106)  -0.244
C (-1.37863, 4.25916, 1.23522)  -0.233
O (-0.97974, 3.23294, 2.13368)  -0.082
O (-3.43457, 3.18213, 0.57481)  -0.083
H (-1.55833, 2.94769, -0.24740)  0.092
H (-2.39027, 4.50567, -0.69290)  0.123
H (-1.77118, 5.16246, 1.70029)  0.117
H (-0.43757, 4.56059, 0.75987)  0.113
H (-0.32046, 2.65586, 1.73234)  0.052
H (-3.57651, 2.24529, 0.40254)  0.020
C (-0.15953, -3.05983, -1.51390)  -0.265
C (-0.75338, -2.54586, -2.82687)  -0.250
O (-1.22081, -3.59376, -3.66680)  -0.050
O (0.97007, -3.90836, -1.70121)  -0.075
H (-0.99388, -3.44168, -0.91620)  0.101
H (0.19118, -2.13532, -1.04672)  0.085
H (0.07421, -2.02965, -3.32170)  0.097
H (-1.48450, -1.78978, -2.54487)  0.104
H (-0.44176, -4.09506, -3.92766)  0.082
H (1.42196, -3.91053, -0.83912)  0.058
C (-2.02559, -0.62417, 3.69219)  -0.223
C (-2.55032, -1.49887, 4.81536)  -0.209
O (-1.58428, -2.53755, 4.99288)  -0.077
O (-0.75479, -0.00338, 3.93398)  -0.095
H (-2.68478, 0.19655, 3.39623)  0.133
H (-2.01200, -1.20060, 2.76564)  0.087
H (-3.53493, -1.89620, 4.55975)  0.122
H (-2.57346, -0.98589, 5.78014)  0.123
H (-1.82132, -3.11222, 5.72503)  0.094
H (-0.90052, 0.77067, 4.48859)  0.108
C (0.74708, -3.14485, 1.81985)  -0.648
O (1.53574, -3.73219, 1.05937)  0.007
N (1.01695, -1.96827, 2.41954)  0.209
N (-0.47054, -3.64736, 2.10700)  0.173
H (1.95930, -1.62722, 2.41535)  0.079
H (0.28563, -1.60867, 3.00925)  0.058
H (-0.76048, -4.49196, 1.64641)  0.113
H (-0.98852, -3.33530, 2.91272)  0.067
C (-3.60956, -0.39081, 0.27714)  -0.608
O (-2.80524, 0.53563, 0.15532)  -0.005
N (-4.95532, -0.29930, 0.17026)  0.183
N (-3.20601, -1.69672, 0.38957)  0.181
H (-5.55450, -1.09168, 0.28403)  0.103
H (-5.40655, 0.59875, 0.25162)  0.120
H (-3.92368, -2.39002, 0.30953)  0.100
H (-2.26058, -2.04214, 0.41281)  0.079
C (2.77791, 1.25040, 3.85500)  -0.674
O (2.28663, 1.16850, 2.72429)  0.012
N (2.20880, 0.64188, 4.89991)  0.168
N (3.92981, 1.92529, 4.12438)  0.168
H (2.46684, 0.84291, 5.85189)  0.103
H (1.30677, 0.20164, 4.82971)  0.076
H (4.29476, 2.08134, 5.04413)  0.096
H (4.43116, 2.32022, 3.34894)  0.111
C (-2.86877, 2.49011, -4.13679)  -0.672
O (-2.78530, 3.71882, -4.04866)  0.011
N (-3.31181, 1.83493, -5.23384)  0.151
N (-2.81313, 1.69470, -3.02728)  0.161
H (-3.50642, 2.47802, -5.98393)  0.112
H (-3.35478, 0.83683, -5.22489)  0.094
H (-3.32381, 0.83567, -3.10042)  0.086
H (-2.59232, 2.09215, -2.12997)  0.069
C (0.78199, 0.41026, -0.11423)  -0.626
O (1.98969, 0.62594, -0.10043)  0.004
N (-0.11556, 0.47087, 0.90077)  0.181
N (0.07947, 0.39450, -1.31948)  0.167
H (0.10359, 0.29408, 1.86743)  0.054
H (-1.05763, 0.41878, 0.54703)  0.037
H (0.79792, 0.53772, -2.01457)  0.068
H (-0.90382, 0.57823, -1.32652)  0.057
C (0.99930, 3.77882, -3.15888)  -0.690
O (0.60594, 4.20785, -2.06832)  0.004
N (1.88740, 2.77541, -3.27089)  0.162
N (0.63096, 4.32267, -4.34524)  0.160
H (2.19088, 2.31767, -2.42831)  0.086
H (2.37923, 2.61657, -4.13158)  0.102
H (0.92606, 3.86986, -5.18781)  0.093
H (-0.04130, 5.06759, -4.31762)  0.106
C (2.89609, -1.44410, -3.87310)  -0.678
O (3.52206, -0.78142, -4.70574)  -0.003
N (2.62624, -2.76611, -3.97622)  0.167
N (2.64755, -0.95328, -2.63624)  0.162
H (2.95471, -3.31983, -4.74426)  0.108
H (2.02228, -3.19606, -3.28597)  0.057
H (2.94713, -0.01528, -2.44352)  0.077
H (2.19255, -1.47515, -1.90910)  0.080
C (5.02005, -1.59811, 0.74857)  -0.691
O (5.88412, -2.44895, 0.50439)  -0.001
N (4.44957, -1.48394, 1.97059)  0.156
N (4.57678, -0.68830, -0.13263)  0.168
H (3.75066, -0.78986, 2.18911)  0.054
H (4.52807, -2.19540, 2.67439)  0.106
H (3.88528, -0.02370, 0.17384)  0.057
H (5.02275, -0.68256, -1.03194)  0.107



Record 2
DFT (the ωB97M-V functional and the def2-TZVPD basis) results for a molecular structure, C18H54BrFNO30P6S3 in a non-equilibrium geometry.

Properties
- Gap between HOMO and LUMO: 7.18 eV
- LUMO level: -0.1 eV
- DFT total energy: -8946.7165 a.u.
- Net charge: -1
- Max |F|: 0.1345 hartree/bohr

Last column: Löwdin charge in e.
Positions of all 114 atoms, in Å:
O (3.23446, 0.56054, 5.09152)  -0.375
S (2.56870, 1.19184, 4.00464)  0.164
O (3.18171, 0.93411, 2.74612)  -0.347
Br (2.66929, 3.36593, 4.49820)  0.443
N (1.04151, 0.64104, 4.06174)  -0.343
S (0.08030, 1.29643, 2.99181)  0.414
O (-0.35893, 0.33450, 2.03337)  -0.319
O (0.55699, 2.47623, 2.34378)  -0.365
S (-1.73798, 1.74790, 4.15092)  0.560
O (-1.46916, 1.38599, 5.49144)  -0.286
O (-2.83587, 1.04071, 3.59826)  -0.288
F (-1.97708, 3.29061, 4.14214)  -0.155
C (-0.10641, -2.41677, 1.72586)  -0.101
O (0.29512, -3.75918, 1.29050)  -0.231
P (0.42082, -4.06363, -0.33021)  0.573
O (-0.15066, -5.42885, -0.42368)  -0.247
O (2.05292, -4.11238, -0.23206)  -0.285
C (2.77217, -3.06030, 0.42353)  -0.093
O (0.42949, -3.60423, -1.91346)  -0.255
C (1.53305, -3.95658, -2.73955)  -0.114
H (-0.98169, -2.48710, 2.36709)  0.092
H (0.70972, -1.98078, 2.29631)  0.077
H (-0.33434, -1.76666, 0.88615)  0.069
H (2.94142, -3.32500, 1.46678)  0.095
H (2.24106, -2.10840, 0.37324)  0.083
H (3.73669, -2.94859, -0.06860)  0.089
H (1.81719, -4.99682, -2.58793)  0.091
H (2.38316, -3.30129, -2.55642)  0.085
H (1.20934, -3.81534, -3.77023)  0.090
C (-8.55577, 5.34026, 4.67791)  -0.120
O (-7.25528, 5.19403, 4.06096)  -0.249
P (-6.55021, 3.66448, 3.95888)  0.600
O (-5.16167, 4.07036, 4.28315)  -0.235
O (-6.78756, 3.60128, 2.33736)  -0.291
C (-8.08297, 3.80935, 1.78512)  -0.110
O (-6.36099, 2.03966, 4.13994)  -0.248
C (-5.87829, 1.24456, 3.05428)  -0.102
H (-8.48240, 6.06434, 5.48828)  0.085
H (-9.26114, 5.71792, 3.93565)  0.080
H (-8.93695, 4.40106, 5.07890)  0.080
H (-8.20622, 4.86129, 1.51819)  0.087
H (-8.87513, 3.51548, 2.47798)  0.082
H (-8.16953, 3.20922, 0.88103)  0.091
H (-5.02439, 1.71472, 2.57422)  0.079
H (-6.67153, 1.06003, 2.32889)  0.084
H (-5.57074, 0.28952, 3.47323)  0.096
C (-4.51677, 5.76057, 2.03142)  -0.100
O (-3.46887, 6.44550, 1.27317)  -0.216
P (-3.82374, 7.02257, -0.23598)  0.548
O (-2.60575, 6.69023, -0.99774)  -0.234
O (-3.79176, 8.58281, 0.27248)  -0.279
C (-4.50004, 8.97271, 1.44328)  -0.118
O (-4.91653, 7.30402, -1.44378)  -0.261
C (-4.98991, 8.59690, -2.02948)  -0.121
H (-4.17282, 4.77304, 2.31620)  0.073
H (-4.72395, 6.33138, 2.93431)  0.085
H (-5.43674, 5.66636, 1.45434)  0.073
H (-3.83555, 8.92843, 2.30709)  0.093
H (-5.37186, 8.33957, 1.62422)  0.078
H (-4.83522, 10.00152, 1.31365)  0.085
H (-3.99514, 8.98541, -2.24185)  0.093
H (-5.53659, 9.28695, -1.38692)  0.081
H (-5.54275, 8.48851, -2.96209)  0.089
C (7.64569, 3.81716, -2.02634)  -0.127
O (7.59329, 2.63981, -1.19135)  -0.243
P (6.15919, 2.24760, -0.40872)  0.553
O (6.66393, 1.81264, 0.90706)  -0.231
O (5.90175, 0.96791, -1.39499)  -0.280
C (5.99390, 1.10541, -2.81182)  -0.115
O (4.57043, 2.52329, -0.11170)  -0.240
C (3.64064, 1.44013, -0.20171)  -0.107
H (8.45110, 4.46319, -1.67694)  0.081
H (7.86109, 3.51506, -3.05282)  0.080
H (6.71263, 4.38126, -2.01519)  0.081
H (7.00018, 0.84518, -3.13980)  0.079
H (5.75242, 2.12049, -3.13876)  0.080
H (5.29350, 0.41245, -3.27273)  0.086
H (4.02552, 0.55242, 0.29372)  0.083
H (3.41040, 1.22655, -1.24677)  0.084
H (2.72481, 1.75581, 0.29275)  0.085
C (8.31772, -4.07347, -3.69443)  -0.107
O (7.42219, -3.31476, -4.54796)  -0.234
P (8.02599, -2.08941, -5.50940)  0.573
O (6.97585, -1.06469, -5.35040)  -0.226
O (7.78059, -2.98942, -6.85950)  -0.284
C (8.25291, -4.33024, -6.93436)  -0.116
O (9.24453, -1.21621, -6.19654)  -0.258
C (9.27549, -1.03935, -7.60910)  -0.110
H (7.96157, -4.01150, -2.66790)  0.089
H (8.30258, -5.11793, -4.00726)  0.082
H (9.34356, -3.70816, -3.73413)  0.082
H (7.46307, -5.01658, -6.62600)  0.091
H (9.13601, -4.48841, -6.31096)  0.080
H (8.51385, -4.54314, -7.96990)  0.088
H (8.28943, -0.78010, -7.99054)  0.095
H (9.65177, -1.93205, -8.10682)  0.083
H (9.96736, -0.22167, -7.80616)  0.092
C (-1.73676, -7.04968, 1.27089)  -0.111
O (-2.37334, -8.14813, 2.00614)  -0.230
P (-3.96914, -8.03233, 2.41887)  0.543
O (-3.98009, -8.59879, 3.78255)  -0.245
O (-4.41540, -9.15904, 1.31269)  -0.282
C (-3.95237, -9.07052, -0.03143)  -0.116
O (-5.40726, -7.22610, 2.37368)  -0.257
C (-6.58996, -7.92878, 2.01789)  -0.119
H (-0.86951, -6.70329, 1.82407)  0.083
H (-1.40623, -7.41985, 0.30528)  0.069
H (-2.41342, -6.21151, 1.11422)  0.081
H (-3.04437, -9.66352, -0.14744)  0.090
H (-3.75133, -8.03932, -0.32833)  0.082
H (-4.72180, -9.47960, -0.68552)  0.085
H (-6.64397, -8.88705, 2.53236)  0.092
H (-6.64896, -8.07414, 0.93947)  0.081
H (-7.42928, -7.30555, 2.32449)  0.089